Density functional theory data (ωB97M-V/def2-TZVPD) for a molecular structure, C14H23BN6OPb at a distorted geometry.

Computed properties:
* E: -31753.050 eV
* charge: +4

Element x y z (Å)
C: -0.5675 3.3890 -0.9996
N: -0.6182 2.1424 -1.5357
N: -0.0696 2.1451 -2.7910
C: 0.2552 3.4199 -3.0761
C: -0.0214 4.2225 -1.9605
B: 0.0972 0.7724 -3.5483
N: 1.1934 -0.0502 -2.7619
N: 0.9326 -0.3395 -1.4317
C: 1.9303 -1.1367 -1.0103
C: 2.8840 -1.3063 -2.0341
C: 2.3574 -0.6286 -3.1343
Pb: -1.6033 0.6245 -0.2967
N: -1.2168 -0.0469 -3.4832
N: -1.8771 -0.3925 -2.3102
C: -2.8654 -1.2565 -2.6708
C: -2.9182 -1.3740 -4.0627
C: -1.8720 -0.5906 -4.5300
H: -3.4608 -1.7557 -1.9329
H: -1.5550 -0.3705 -5.5277
H: -3.6289 -1.9454 -4.6375
H: 0.4957 0.9456 -4.6643
H: 2.7363 -0.5442 -4.1420
H: 0.6429 3.6916 -4.0367
H: 3.8065 -1.8507 -1.9773
H: 0.1396 5.2734 -1.8313
H: 1.9187 -1.5579 -0.0139
H: -0.8998 3.5603 0.0236
H: -1.2520 -3.4588 -0.3120
C: -0.8667 -3.4831 0.7093
H: 0.1889 -3.2554 0.8154
H: 2.1060 -0.8207 3.2638
H: -1.5216 -2.9775 1.4260
C: -0.8694 0.2349 3.8235
C: 0.5437 -0.1748 4.2430
C: 1.2409 0.9455 5.0049
C: 0.5907 -1.3531 5.2050
O: 1.2277 -0.4791 3.0104
H: -1.4911 0.4849 4.7004
H: -1.3807 -0.5660 3.2664
H: -0.8462 1.1362 3.1784
H: 0.6748 1.1692 5.9193
H: 2.2429 0.6139 5.3059
H: 1.3306 1.8651 4.4182
H: 0.1562 -2.2661 4.7945
H: 1.6419 -1.5531 5.4717
H: 0.0676 -1.1027 6.1331

Force components x, y, z for each atom (eV/Å):
0.465 -0.461 -1.320
0.024 -0.105 0.927
-0.656 -0.198 0.520
-0.173 -0.060 0.844
-0.054 0.048 0.060
-0.218 1.005 -0.153
2.087 -0.944 -0.828
1.504 -1.887 1.388
-1.682 1.178 -0.017
0.482 -0.959 1.314
-2.874 2.279 -1.212
0.307 -0.023 -1.075
-0.497 0.300 0.100
0.247 -0.959 -0.640
0.510 0.643 -1.018
-0.059 -0.100 0.738
0.139 0.049 0.906
-0.401 0.087 0.203
0.128 -0.052 -0.373
0.056 0.010 -0.041
-0.245 -0.108 0.208
0.051 0.075 -0.075
0.230 0.062 -0.250
0.307 -0.142 -0.098
0.094 0.271 -0.266
0.241 0.250 -0.086
0.020 0.209 -0.384
-0.157 -1.582 -0.073
-0.231 3.898 -1.065
0.440 -1.490 0.419
0.380 -0.010 -0.090
-0.270 -1.427 0.661
-0.177 0.433 0.042
-2.679 -0.110 -3.810
2.067 1.593 1.574
1.326 -1.435 1.463
-0.489 0.264 2.417
0.336 -0.162 -0.321
0.229 0.096 0.257
0.094 -0.400 0.374
-0.091 -0.382 -0.291
-0.175 0.228 -0.001
-0.192 -0.344 -0.353
-0.085 0.231 -0.402
-0.391 -0.154 0.073
0.033 0.284 -0.251